Entry 1:
Density functional theory data (ωB97M-V/def2-TZVPD) for a 3-piece molecular cluster, C4H12O3 overall at a distorted geometry.

```
19
Properties=species:S:1:pos:R:3:nbo_charge:R:1
C -0.40703 0.39382 1.94594 -0.690
C 0.14282 -0.80306 1.17656 -0.095
C 0.43386 -0.88876 -0.15779 -0.306
C 1.86326 -1.44165 -0.32664 -0.065
O 2.56364 -0.42534 -1.28513 -0.750
H 0.07718 1.35126 1.72376 0.211
H -0.39606 0.36074 3.04285 0.218
H -1.44783 0.37638 1.61382 0.259
H 0.05872 -1.76677 1.62287 0.179
H 0.29629 -0.01878 -0.72974 0.214
H 2.41296 -1.45528 0.57208 0.170
H 1.91250 -2.39548 -0.81817 0.178
H 2.51210 0.49027 -0.90659 0.463
O -2.76324 0.42425 -0.34292 -0.955
H -3.00931 -0.50204 -0.35877 0.469
H -2.44644 0.52518 -1.29957 0.487
O -0.51198 1.54763 -1.73509 -0.962
H -0.40369 2.02059 -2.63808 0.488
H -0.88773 2.20703 -1.09937 0.488
```

Computed properties:
Energy relative to the best compared isomer or geometry (same formula, charge and spin)   75.73 kcal/mol
Gap between HOMO and LUMO   8.721 eV
Spin multiplicity   1
E_HOMO   -8.26 eV
E   -385.2011 Eh

Entry 2:
Density functional theory data (ωB97M-V/def2-TZVPD) for a 2-piece molecular cluster, C4H12O3 overall at a distorted geometry.

```
19
Properties=species:S:1:pos:R:3:nbo_charge:R:1
O -0.18100 -2.63058 -1.05445 -0.717
C -0.03968 -1.27787 -0.56452 -0.059
C -1.43637 -0.49726 -0.33222 -0.470
C -1.59711 0.09897 1.01398 -0.433
C -0.47107 1.27653 0.92009 -0.064
O 0.79422 0.66380 1.19105 -0.747
H -0.87961 -3.01078 -0.49960 0.459
H 0.40724 -1.29598 0.39514 0.166
H 0.59519 -0.69033 -1.17269 0.173
H -2.15941 -1.23545 -0.80405 0.212
H -1.48209 0.05391 -1.27252 0.224
H -1.39748 -0.56954 1.77435 0.209
H -2.59678 0.59529 1.18169 0.212
H -0.78354 2.15227 1.51090 0.170
H -0.15851 1.74957 -0.09934 0.193
H 0.94816 0.52026 2.16818 0.472
O 3.36166 1.43009 -1.80498 -0.953
H 2.75030 1.16466 -1.14923 0.476
H 4.32588 1.50243 -1.40179 0.478
```

Computed properties:
Energy relative to the best compared isomer or geometry (same formula, charge and spin)   58.94 kcal/mol
Gap between HOMO and LUMO   10.315 eV
Spin multiplicity   1
E_HOMO   -9.73 eV
E   -385.2278 Eh

Entry 3:
Density functional theory data (ωB97M-V/def2-TZVPD) for a 2-piece molecular cluster, C4H12OS overall at a distorted geometry.

```
18
Properties=species:S:1:pos:R:3:nbo_charge:R:1
C 1.76621 -0.93083 -1.71801 -0.620
C 1.28040 0.49844 -1.54327 -0.536
S 1.33118 1.18527 0.13358 0.187
C 0.42978 -0.08737 1.10072 -0.530
C -1.02772 -0.31518 0.64801 -0.631
H 1.74855 -1.17606 -2.79326 0.216
H 1.11516 -1.64323 -1.18395 0.203
H 2.79791 -1.05065 -1.34674 0.215
H 1.91607 1.15220 -2.17095 0.231
H 0.23992 0.58765 -1.91051 0.206
H 0.94246 -1.06705 1.04757 0.209
H 0.39730 0.21824 2.16421 0.230
H -1.53283 0.61584 0.95571 0.190
H -1.43165 -1.14895 1.24658 0.213
H -1.25388 -0.50335 -0.41503 0.219
O -3.30076 1.29442 1.93382 -0.937
H -2.58435 1.83026 2.34357 0.466
H -2.83376 0.54027 1.50788 0.469
```

Computed properties:
Energy relative to the best compared isomer or geometry (same formula, charge and spin)   15.59 kcal/mol
Gap between HOMO and LUMO   9.472 eV
Spin multiplicity   1
E_HOMO   -8.72 eV
E   -633.0022 Eh

Entry 4:
Density functional theory data (ωB97M-V/def2-TZVPD) for a 2-piece molecular cluster, C4H12OS overall.

```
18
Properties=species:S:1:pos:R:3:nbo_charge:R:1
C 0.23697 -0.99603 0.77541 -0.608
C 0.26548 -0.20169 -0.52957 -0.400
C -0.97969 -0.37987 -1.38636 -0.396
C -0.67472 -0.20090 -2.89951 -0.510
S -2.12539 0.29571 -3.87228 -0.044
H 0.85255 -0.57231 1.55306 0.213
H 0.49057 -2.02176 0.52858 0.207
H -0.77178 -1.08785 1.19675 0.204
H 0.49901 0.84591 -0.37052 0.201
H 1.12342 -0.49671 -1.13891 0.195
H -1.32481 -1.40217 -1.24582 0.200
H -1.80321 0.28969 -1.13246 0.202
H 0.12926 0.52582 -3.02219 0.211
H -0.32036 -1.14675 -3.29097 0.210
H -3.03111 0.15437 -2.89632 0.117
O 2.61577 2.11849 6.27325 -0.936
H 1.74098 1.86275 5.97627 0.468
H 3.07705 2.41330 5.48161 0.468
```

Computed properties:
Energy relative to the best compared isomer or geometry (same formula, charge and spin)   11.76 kcal/mol
Gap between HOMO and LUMO   9.679 eV
Spin multiplicity   1
E_HOMO   -9.04 eV
E   -633.0083 Eh

Entry 5:
Density functional theory data (ωB97M-V/def2-TZVPD) for a 2-piece molecular cluster, C4H12OS overall at a distorted geometry.

```
18
Properties=species:S:1:pos:R:3:nbo_charge:R:1
C -1.87756 -0.23921 -1.22946 -0.602
C -0.66673 0.05237 -0.32370 -0.430
C -0.17807 1.50350 -0.41225 -0.526
S 1.60465 1.80842 -0.31708 0.187
C 2.15352 0.84399 1.10940 -0.749
H -2.30442 -1.19384 -0.90704 0.208
H -2.66316 0.48607 -1.04922 0.208
H -1.60367 -0.36790 -2.27034 0.210
H 0.13370 -0.58443 -0.70522 0.199
H -0.97985 -0.11097 0.69282 0.209
H -0.69919 2.14012 0.30379 0.209
H -0.37022 1.87545 -1.41823 0.222
H 2.19378 1.42514 2.02755 0.216
H 1.47265 0.02362 1.28759 0.206
H 3.12597 0.41046 0.87653 0.232
O 0.33502 -2.83199 1.11494 -0.941
H -0.12850 -3.31262 0.41324 0.471
H 0.45208 -1.92817 0.80667 0.470
```

Computed properties:
Energy relative to the best compared isomer or geometry (same formula, charge and spin)   11.85 kcal/mol
Gap between HOMO and LUMO   9.442 eV
Spin multiplicity   1
E_HOMO   -8.60 eV
E   -633.0082 Eh

Entry 6:
Density functional theory data (ωB97M-V/def2-TZVPD) for a 2-piece molecular cluster, C4H12OS2 overall at a distorted geometry.

```
19
Properties=species:S:1:pos:R:3:nbo_charge:R:1
C 2.00913 0.73262 1.38656 -0.647
C 0.82908 1.59352 0.91896 -0.536
S -0.63243 1.26085 2.01050 0.059
S -2.18384 0.51420 1.03250 0.112
C -1.88198 -1.20556 0.54654 -0.562
C -1.85460 -1.33776 -0.95007 -0.647
H 2.40423 -0.06307 0.74874 0.220
H 1.82218 0.52566 2.43544 0.225
H 2.97333 1.26081 1.31754 0.209
H 0.45638 1.25153 -0.04565 0.230
H 1.07126 2.64124 1.00306 0.221
H -1.08557 -1.77225 1.02626 0.236
H -2.75281 -1.71676 0.97873 0.215
H -0.91157 -0.90572 -1.32181 0.226
H -2.50329 -0.75780 -1.59338 0.220
H -1.95369 -2.33057 -1.38379 0.216
O 1.14750 -0.20014 -2.73730 -0.936
H 1.03434 0.70161 -3.06255 0.471
H 2.01234 -0.19241 -2.31028 0.469
```

Computed properties:
Energy relative to the best compared isomer or geometry (same formula, charge and spin)   25.04 kcal/mol
Gap between HOMO and LUMO   8.983 eV
Spin multiplicity   1
E_HOMO   -8.39 eV
E   -1031.1779 Eh

Entry 7:
Density functional theory data (ωB97M-V/def2-TZVPD) for a 2-piece molecular cluster, C4H12OS2 overall at a distorted geometry.

```
19
Properties=species:S:1:pos:R:3:nbo_charge:R:1
C 0.60562 1.13825 1.70874 -0.633
C 2.00641 0.79198 1.39374 -0.514
S 2.23138 -0.65203 0.25727 0.075
S 1.94687 0.51104 -1.44020 0.015
C 0.26420 -0.20008 -2.06563 -0.472
C -0.74078 0.95720 -2.09247 -0.635
H 0.55312 1.96179 2.42262 0.215
H 0.01611 1.44571 0.84587 0.210
H 0.04269 0.31795 2.15393 0.215
H 2.57347 1.62185 0.93649 0.223
H 2.63781 0.57509 2.27251 0.218
H 0.07712 -1.10606 -1.46473 0.230
H 0.52418 -0.53192 -3.07203 0.211
H -1.03560 1.33761 -1.10883 0.213
H -0.31367 1.86466 -2.56979 0.217
H -1.63397 0.68723 -2.69897 0.213
O -3.18233 -3.63875 1.88264 -0.939
H -2.61349 -3.86733 1.13318 0.470
H -3.95917 -3.21419 1.50564 0.469
```

Computed properties:
Energy relative to the best compared isomer or geometry (same formula, charge and spin)   11.86 kcal/mol
Gap between HOMO and LUMO   9.022 eV
Spin multiplicity   1
E_HOMO   -8.43 eV
E   -1031.1989 Eh

Entry 8:
Density functional theory data (ωB97M-V/def2-TZVPD) for one molecule with the formula C4H12P2 at a distorted geometry.

```
18
Properties=species:S:1:pos:R:3:nbo_charge:R:1
C 0.50347 -0.76106 1.24398 -0.623
C 0.42272 0.10755 -0.00819 -0.263
C 0.41951 -0.76911 -1.26003 -0.625
C 1.61206 1.06878 -0.05219 -0.618
P -1.14744 1.16584 -0.03657 0.282
P -2.64414 -0.38898 0.03964 -0.014
H 0.55723 -0.14522 2.14062 0.209
H -0.36688 -1.41287 1.32111 0.218
H 1.39548 -1.38535 1.20460 0.206
H 0.27965 -0.16071 -2.15359 0.212
H -0.38771 -1.50168 -1.20908 0.209
H 1.36368 -1.30347 -1.35255 0.213
H 1.57692 1.68043 -0.95172 0.214
H 1.60422 1.73156 0.81181 0.210
H 2.54714 0.51052 -0.04949 0.209
H -1.18311 1.38066 1.34881 -0.032
H -3.65796 0.53269 0.29495 0.002
H -2.89485 -0.34956 -1.33211 -0.010
```

Computed properties:
Energy relative to the best compared isomer or geometry (same formula, charge and spin)   0.00 kcal/mol
Gap between HOMO and LUMO   9.394 eV
Spin multiplicity   1
E_HOMO   -8.50 eV
E   -842.2841 Eh

Entry 9:
Density functional theory data (ωB97M-V/def2-TZVPD) for a 2-piece molecular cluster, C4H12P2S2 overall at a distorted geometry.

```
20
Properties=species:S:1:pos:R:3:nbo_charge:R:1
C -1.30895 1.19132 -1.15301 -0.407
C -0.84635 1.29857 0.10122 -0.166
C 0.50615 1.78526 0.43064 -0.366
C 1.00502 1.21982 1.70856 -0.632
S 1.74318 1.44557 -0.91785 -0.088
P 1.41143 -0.58679 -1.21814 0.150
H -0.67008 1.32918 -1.98894 0.198
H -2.16210 0.58572 -1.37224 0.192
H -1.47115 1.14657 0.94378 0.216
H 0.47168 2.88110 0.56961 0.242
H 0.73524 0.12574 1.75784 0.224
H 2.06777 1.38301 1.94994 0.228
H 0.49826 1.68145 2.54635 0.212
H 2.07062 -0.66697 -2.43158 -0.009
H 2.62797 -0.79682 -0.47123 0.002
P -1.48398 -2.43888 -0.49184 0.666
S -1.52663 -1.89926 1.34507 -0.558
H -1.09230 -1.52774 -1.36564 -0.031
H -0.81197 -3.82724 -0.83751 -0.006
H -2.59000 -2.76398 -1.14695 -0.066
```

Computed properties:
Energy relative to the best compared isomer or geometry (same formula, charge and spin)   62.39 kcal/mol
Gap between HOMO and LUMO   9.285 eV
Spin multiplicity   1
E_HOMO   -8.74 eV
E   -1638.5889 Eh

Entry 10:
Density functional theory data (ωB97M-V/def2-TZVPD) for a 2-piece molecular cluster, C4H12PS overall at a distorted geometry.

```
18
Properties=species:S:1:pos:R:3:nbo_charge:R:1
C 0.17897 -0.32366 -1.76478 -0.912
C -1.64984 -0.93921 0.87758 -0.911
C -0.51830 1.75114 0.21432 -0.998
C 1.29108 -0.23238 0.85413 -0.771
P -0.33013 -0.03257 0.02350 1.473
S 2.68446 0.13835 0.01164 0.203
H 0.05930 -1.38039 -2.00026 0.270
H 1.14512 0.10605 -1.90193 0.270
H -0.53183 0.27640 -2.47135 0.270
H -1.76663 -0.39556 1.79634 0.271
H -1.45282 -2.06935 1.05546 0.300
H -2.42082 -0.79974 0.26115 0.250
H -0.09914 2.07109 1.18295 0.279
H -1.62511 2.04404 0.17540 0.274
H -0.09134 2.30846 -0.74381 0.294
H 1.23948 -0.42275 1.93585 0.258
H 0.36337 -2.82456 -0.43690 0.003
H 3.52420 0.72466 0.93072 0.176
```

Computed properties:
Energy relative to the best compared isomer or geometry (same formula, charge and spin)   135.70 kcal/mol
Gap between HOMO and LUMO (alpha / beta)   9.769 / 7.351 eV
Spin multiplicity   1
E_HOMO (alpha / beta)   -14.47 / -12.08 eV
E   -898.7206 Eh
Net charge   +1